11
Properties=species:S:1:pos:R:3:nbo_charge:R:1 method="wB97M-V/def2-TZVPD" charge=-1 homo_ev=-2.40 e_lumo_ev=3.84 homo_lumo_gap_ev=6.24
C -1.9837 0.4825 0.2533 -0.7446
S -2.0935 -1.3301 0.1322 -0.7314
H -2.9741 0.8945 0.0274 0.1775
H -1.7275 0.8748 1.2481 0.1640
H -1.2657 0.9504 -0.4288 0.1419
C 2.0425 0.7669 0.1276 0.5368
N 1.5339 0.6611 -1.1341 -0.8300
O 3.2152 0.6210 0.3930 -0.6300
H 1.2451 1.0310 0.8422 0.1205
H 0.5768 0.3546 -1.2623 0.4180
H 2.1758 0.2788 -1.8162 0.3772

17
Properties=species:S:1:pos:R:3:nbo_charge:R:1 method="wB97M-V/def2-TZVPD" charge=0 spin_multiplicity=2 s_squared=0.7505 homo_ev="-3.46 / -8.85" e_lumo_ev="0.70 / 0.70" homo_lumo_gap_ev="4.16 / 9.55"
C 1.3513 -2.1349 0.3436 -0.4766
N 2.1835 -0.9879 -0.1071 -1.0892
H 0.7193 -2.4474 -0.4765 0.2176
H 0.7706 -1.8122 1.1956 0.2223
H 1.9713 -2.9703 0.6376 0.2209
H 2.7016 -1.2393 -0.9862 0.3022
H 1.5520 -0.2192 -0.4284 0.3646
H 2.8591 -0.5747 0.5828 0.2892
C -0.5609 2.4001 -0.0594 -0.7363
S -0.6932 0.5951 -0.2295 0.1060
C -2.4762 0.3536 -0.1334 -0.7466
H 0.4368 2.7414 0.1721 0.2403
H -1.0755 2.8587 -0.9023 0.2150
H -1.2445 2.6361 0.7538 0.2102
H -2.5678 -0.6919 0.1403 0.2282
H -2.9375 0.5295 -1.0991 0.2146
H -2.9900 0.9633 0.5962 0.2176

58
Properties=species:S:1:pos:R:3:nbo_charge:R:1 method="wB97M-V/def2-TZVPD" charge=0 homo_ev=-9.17 e_lumo_ev=0.03 homo_lumo_gap_ev=9.20 smiles="C[C@H](F)P(CC(=O)I)C(F)(F)F.ClCCCl.ClCCCl.ClCCCl.ClCCCl.ClCCCl"
C -1.4453 -6.5650 4.1706 -0.6684
C -1.8249 -6.0257 2.7057 -0.0319
F -1.0434 -6.6170 1.6614 -0.3650
P -1.5754 -4.1285 2.5274 0.6531
C -2.8945 -3.4226 3.7533 -0.7947
C -4.3097 -3.5851 2.9554 0.4545
O -5.1534 -4.4089 3.3325 -0.5203
I -4.5831 -2.3152 1.1697 0.0844
C 0.1919 -3.6403 3.0341 0.7551
F 0.4932 -3.7770 4.4116 -0.3436
F 0.4704 -2.3242 2.5939 -0.3257
F 1.0731 -4.4888 2.2901 -0.3392
H -1.9951 -6.0323 5.0126 0.2284
H -1.6612 -7.6966 4.1550 0.2311
H -0.3165 -6.4082 4.2970 0.2321
H -2.9403 -6.2136 2.4833 0.2119
H -2.9966 -4.0807 4.6806 0.2493
H -2.6824 -2.3538 4.0749 0.2854
Cl -1.6636 -0.2309 2.2454 -0.0872
C -1.1164 0.8426 0.9309 -0.3990
C -1.5465 2.2780 1.1474 -0.3935
Cl -3.3108 2.4809 0.9852 -0.0764
H -1.5010 0.4472 -0.0114 0.2343
H -0.0291 0.7813 0.9069 0.2364
H -1.0845 2.9236 0.3947 0.2300
H -1.2520 2.6422 2.1328 0.2268
Cl 2.2924 1.8877 0.8587 -0.0630
C 2.8014 2.9613 -0.4684 -0.3959
C 2.3400 4.3877 -0.2580 -0.3777
Cl 0.5682 4.5599 -0.4053 -0.0813
H 2.4193 2.5487 -1.4036 0.2221
H 3.8913 2.9269 -0.5010 0.2419
H 2.7793 5.0303 -1.0156 0.2306
H 2.6361 4.7641 0.7216 0.2303
Cl -3.7820 1.9466 -4.5429 -0.0572
C -3.0340 2.8776 -3.2203 -0.3931
C -1.6307 2.4001 -2.9092 -0.3857
Cl -1.6213 0.7757 -2.1761 -0.0646
H -3.6844 2.8076 -2.3469 0.2342
H -3.0073 3.9199 -3.5430 0.2262
H -1.1613 3.0741 -2.1898 0.2297
H -1.0077 2.3718 -3.8045 0.2279
Cl 6.6124 3.4706 -0.6947 -0.0588
C 7.0551 5.0964 -1.2745 -0.3891
C 6.4060 6.1925 -0.4541 -0.3856
Cl 4.6411 6.2607 -0.6955 -0.0675
H 6.7795 5.1664 -2.3277 0.2266
H 8.1413 5.1727 -1.2007 0.2294
H 6.8034 7.1637 -0.7554 0.2283
H 6.5974 6.0629 0.6119 0.2288
Cl -1.8600 -4.6618 -4.7358 -0.0612
C -1.1126 -3.3486 -3.7908 -0.3883
C -1.1977 -2.0131 -4.5012 -0.3920
Cl -0.1693 -1.9570 -5.9553 -0.0674
H -0.0786 -3.6278 -3.5831 0.2231
H -1.6491 -3.2979 -2.8413 0.2257
H -0.8500 -1.2192 -3.8381 0.2301
H -2.2210 -1.7821 -4.8005 0.2258

14
Properties=species:S:1:pos:R:3:nbo_charge:R:1 method="wB97M-V/def2-TZVPD" charge=0 homo_ev=-9.26 e_lumo_ev=0.53 homo_lumo_gap_ev=9.80
H -2.5037 2.4438 0.5255 0.3292
N -1.5101 2.3153 0.2051 -0.6658
C -1.3726 1.0497 -0.1164 0.3283
N -2.1932 -0.0224 0.1086 -0.7902
S -1.9976 -1.5925 -0.5315 0.2025
S 0.2030 0.7219 -1.0390 0.1889
C 1.1709 -0.1681 0.1819 0.4170
C 2.6175 -0.4422 -0.3026 -0.7408
O 0.6700 -0.6021 1.2098 -0.5710
H -2.9651 0.0241 0.8236 0.4196
H -1.0583 -2.0189 0.3330 0.1205
H 3.1550 -1.0267 0.4993 0.2486
H 3.2829 0.5532 -0.6302 0.2613
H 2.5011 -1.2350 -1.2673 0.2520

19
Properties=species:S:1:pos:R:3:nbo_charge:R:1 method="wB97M-V/def2-TZVPD" charge=0 homo_ev=-9.17 e_lumo_ev=0.92 homo_lumo_gap_ev=10.08 smiles=CCNCOCN
C 2.2866 -1.4187 0.3040 -0.6154
C 1.6962 -0.0366 0.5436 -0.2149
N 0.4320 -0.2022 1.2842 -0.6331
C -0.5199 0.7793 1.0906 0.0856
O -1.7566 0.4458 0.1336 -0.5781
C -1.5033 0.7886 -1.1750 0.0890
N -0.8921 -0.3300 -1.9629 -0.8527
H 2.3137 -1.9452 1.2593 0.2044
H 1.6301 -1.9462 -0.3909 0.2125
H 3.2638 -1.5163 -0.1714 0.2164
H 2.3767 0.6359 1.0740 0.1787
H 1.4245 0.4302 -0.4016 0.1866
H 0.6230 -0.4401 2.2451 0.3779
H -1.1380 1.0124 1.9475 0.2019
H -0.1571 1.6027 0.4788 0.1572
H -0.8482 1.6726 -1.2843 0.1229
H -2.4241 1.0331 -1.7145 0.1683
H 0.0782 -0.0794 -2.1473 0.3335
H -0.7557 -1.0531 -1.2557 0.3594

74
Properties=species:S:1:pos:R:3:mulliken_charge:R:1 method="wB97M-V/def2-TZVPD" charge=+2 homo_ev=-12.54 e_lumo_ev=-5.14 homo_lumo_gap_ev=7.39
Al -0.6568 -1.7903 0.3074 0.1742
C -2.6274 -2.8774 5.5548 -1.3991
C -1.4790 -2.7135 4.6260 0.4432
C -0.1571 -2.7398 5.0745 -0.4740
C 0.8877 -2.5991 4.1740 -0.8550
C 0.5611 -2.4133 2.8481 0.4691
Br 1.8583 -2.2072 1.4762 -0.0386
N -0.6838 -2.3407 2.4000 0.1104
C -1.6808 -2.5140 3.2628 -0.2952
H -2.2806 -3.1664 6.5414 0.3875
H -3.3174 -3.6312 5.1811 0.3759
H -3.1775 -1.9425 5.6525 0.3172
H 0.0515 -2.8826 6.1230 0.4372
H 1.9186 -2.6296 4.4805 0.5068
H -2.6774 -2.4903 2.8431 0.5802
C 0.5580 2.4516 3.7063 -0.9466
N -0.1043 1.5066 2.8370 1.0203
C 0.4412 0.7149 1.9193 -0.3384
N -0.5137 -0.0122 1.3425 0.4635
C -1.6547 0.4188 1.9531 -0.7427
N -1.4216 1.3265 2.8535 -1.1457
C 1.6297 3.2195 2.9667 0.6961
C 2.8175 3.5865 3.5866 -0.9953
C 3.7616 4.3269 2.8901 -0.6775
C 3.5528 4.6853 1.5714 -0.9692
C 2.3719 4.3009 0.9408 -0.0527
C 1.4111 3.5886 1.6513 0.1054
C 2.1134 4.5745 -0.4514 0.5839
N 2.8158 5.2569 -1.3030 -0.4824
N 2.1993 5.1788 -2.4839 -0.4510
C 1.1383 4.4444 -2.3262 0.6913
O 1.0218 4.0216 -1.0417 -0.2295
C 0.1539 4.0395 -3.3041 -0.1934
C 0.2025 4.5007 -4.6182 -0.9402
C -0.7591 4.0843 -5.5190 -0.7510
C -1.7432 3.1857 -5.1339 -0.8311
C -1.7922 2.7127 -3.8294 1.0616
C -2.8639 1.7322 -3.3934 -1.0913
N -2.2776 0.6203 -2.6848 0.9392
C -2.1414 0.4579 -1.3805 -0.0516
N -1.4355 -0.6576 -1.1367 0.1279
C -1.1595 -1.1272 -2.3993 -0.0819
N -1.6665 -0.3720 -3.3431 -1.1199
C -0.8546 3.1602 -2.9145 -0.1926
H 0.9921 1.9156 4.5586 0.4332
H -0.2199 3.1243 4.0858 0.3371
H 1.4827 0.7043 1.6713 0.6025
H -2.6336 0.0446 1.7191 0.6967
H 3.0052 3.3065 4.6119 0.4534
H 4.6735 4.6183 3.3856 0.4309
H 4.2857 5.2531 1.0239 0.5603
H 0.4836 3.3391 1.1586 0.7707
H 0.9937 5.1730 -4.9048 0.5681
H -0.7347 4.4469 -6.5349 0.4218
H -2.4765 2.8543 -5.8507 0.4362
H -3.3896 1.3357 -4.2639 0.4411
H -3.5783 2.2229 -2.7263 0.2786
H -2.5609 1.1099 -0.6387 0.5250
H -0.2954 -2.6270 -3.4736 0.3152
H -0.8913 2.8255 -1.8876 0.6762
Se -1.4410 -3.9127 -0.2520 -0.3604
C 0.1675 -2.7168 -1.3835 -0.4150
N -0.4009 -2.2267 -2.5512 0.0469
C -0.0835 -7.1551 -2.8939 -1.1322
N 0.1663 -5.7965 -2.4470 0.0752
C 1.3556 -5.2489 -2.3910 0.8996
N 2.4407 -5.8679 -2.8316 -0.4042
S 1.6603 -3.6589 -1.6932 -0.2891
H -1.1424 -7.3682 -2.7756 0.3631
H 0.4752 -7.8761 -2.2936 0.4008
H 0.1909 -7.2761 -3.9432 0.3926
H -0.6051 -5.3093 -1.9917 -0.0830
H 2.4000 -6.8133 -3.1788 0.2074
H 3.3362 -5.4058 -2.8062 0.2066